6
Properties=species:S:1:pos:R:3:forces:R:3 method="wB97M-V/def2-TZVPD" gap_ev=8.3 e_homo_ev=-9.37
C 0.990 -0.549 0.439 -0.026 -0.197 -4.612
S 0.607 -1.319 -0.968 0.289 0.434 2.196
Cl -1.496 1.592 -0.897 -0.249 -0.126 0.041
Cl 1.733 0.968 0.384 0.546 1.049 0.121
Cl -2.723 0.098 -0.385 0.105 0.206 -0.064
H 0.889 -0.790 1.426 -0.666 -1.365 2.318


7
Properties=species:S:1:pos:R:3:forces:R:3 method="wB97M-V/def2-TZVPD" gap_ev="10.1 / 8.4" e_homo_ev="-10.93 / -9.12"
C 0.178 -0.645 -0.277 -2.417 0.561 0.370
N 0.632 0.720 -0.128 -0.097 2.002 -2.012
F -0.393 -1.055 -1.404 0.118 1.344 -0.079
F -0.236 1.676 -0.831 0.953 -2.298 0.760
F 0.484 1.163 1.149 -0.132 -0.777 0.278
Cl 1.178 -1.810 0.311 1.217 -0.645 0.945
H -1.843 -0.050 1.179 0.358 -0.187 -0.262


7
Properties=species:S:1:pos:R:3:forces:R:3 method="wB97M-V/def2-TZVPD" gap_ev="9.1 / 8.7" e_homo_ev="-9.18 / -9.84"
C -0.570 0.478 1.973 0.714 0.985 1.055
N 1.260 0.099 -0.900 -0.347 -0.776 -0.161
O -0.652 1.392 2.699 -0.165 -0.852 -0.772
O 0.743 -1.141 -0.962 0.078 -0.218 -0.090
F 0.672 0.800 -1.922 -0.143 0.153 -0.277
Cl -1.726 -0.262 0.915 -0.630 -0.108 -0.249
H 0.273 -1.366 -1.803 0.493 0.816 0.494


Calculated values (Eh/bohr) of max |F| for the records, taken in order: 0.090; 0.055; 0.031.
Calculated values (g mol⁻¹) of molecular weight for the records, taken in order: 151.4; 119.5; 113.5.